# 1
Formula: C12H12N2O
Source: OMol25
Level of theory: ωB97M-V/def2-TZVPD

Each line ends with the Löwdin charge.
Cartesian coordinates (Å):
O (-2.992, -2.262, 0.331)  0.0512
N (-2.214, 1.198, 0.161)  -0.1491
N (-3.258, 1.035, -0.686)  0.0789
C (-1.074, -0.286, 1.861)  -0.0192
C (3.168, 0.154, 0.716)  -0.0495
C (2.955, -1.205, -1.276)  -0.0800
C (1.071, 0.180, -0.497)  -0.2382
C (-1.871, -0.110, 0.617)  -0.2137
C (-2.835, -1.064, 0.114)  -0.3873
C (3.707, -0.833, -0.188)  -0.0594
C (-1.021, 1.819, -0.347)  -0.1101
C (-3.679, -0.186, -0.701)  -0.0517
C (-0.262, 0.506, -0.757)  -0.0070
C (1.659, -0.740, -1.420)  -0.0045
C (1.861, 0.628, 0.563)  -0.0410
H (4.642, -1.318, 0.065)  0.1019
H (-4.593, -0.445, -1.252)  0.1227
H (1.024, -1.243, -2.049)  0.0877
H (-0.514, 2.446, 0.374)  0.1002
H (-0.093, -0.657, 1.871)  0.0415
H (-1.196, 2.497, -1.321)  0.1624
H (-0.697, 0.035, -1.627)  0.1210
H (1.722, 1.505, 1.153)  0.1057
H (-1.080, 0.760, 2.373)  0.1247
H (3.901, 0.548, 1.408)  0.0993
H (-1.573, -1.063, 2.542)  0.1129
H (3.242, -1.901, -2.030)  0.1006

## Properties
Kohn-Sham gap (spin up / spin down) = 6.5 / 6.9 eV
E_HOMO (spin up / spin down) = -7.657 / -7.977 eV
Total energy = -17661.8451 eV


# 2
Formula: C30H60O12
Source: OMol25
Level of theory: ωB97M-V/def2-TZVPD

Each line ends with the Löwdin charge.
Cartesian coordinates (Å):
O (-1.843, 9.319, -3.029)  0.0641
O (3.728, -0.366, -5.272)  0.0679
O (-7.311, -8.518, 1.143)  0.0635
O (-9.898, -0.281, 0.616)  0.0210
O (2.194, -7.007, 1.478)  0.0616
O (-7.554, -4.071, -7.466)  0.0664
O (9.514, -1.195, 0.594)  0.0581
O (3.524, 7.209, 3.207)  0.0382
O (-11.152, -2.002, 0.445)  0.0244
O (-1.755, 1.731, -0.480)  0.0357
O (-9.398, -2.049, 1.918)  0.0788
O (7.315, 0.255, 7.441)  0.0430
C (11.325, 0.215, 1.310)  -0.0311
C (3.952, 9.382, 4.043)  -0.0395
C (9.979, -0.071, 0.617)  -0.4709
C (-0.954, 8.680, -3.552)  -0.5002
C (5.329, 0.409, 5.983)  -0.0178
C (7.092, 2.332, 6.270)  -0.0309
C (3.399, -6.895, 1.406)  -0.5022
C (-8.048, -4.369, -5.162)  -0.0277
C (0.423, 8.669, -3.000)  -0.0331
C (-8.883, 0.575, 1.111)  -0.0330
C (4.298, -7.728, 2.304)  -0.0232
C (0.370, 1.102, 0.289)  -0.0359
C (-6.831, -7.860, 2.048)  -0.5033
C (4.668, 0.811, -7.068)  -0.0285
C (3.532, 0.265, -6.281)  -0.5217
C (-7.440, -7.816, 3.428)  -0.0304
C (-1.414, -0.651, -0.190)  -0.0328
C (6.668, 0.916, 6.631)  -0.4510
C (-6.103, -2.855, -6.026)  -0.0232
C (4.028, -5.838, 0.547)  -0.0316
C (-1.024, 0.774, -0.159)  -0.4834
C (9.376, 1.152, -0.076)  -0.0268
C (1.856, 8.052, 4.816)  -0.0229
C (2.139, 0.612, -6.797)  -0.0206
C (-5.516, -7.191, 1.896)  -0.0337
C (3.142, 8.117, 3.957)  -0.4503
C (-1.184, 7.994, -4.908)  -0.0235
C (-10.129, -1.469, 1.089)  -0.5783
C (-7.292, -3.787, -6.326)  -0.4989
C (-11.670, -3.198, 0.748)  -0.1028
H (0.955, 8.054, 4.203)  0.0821
H (5.493, -0.664, 5.878)  0.0751
H (-7.783, -6.803, 3.638)  0.0837
H (5.127, -8.064, 1.682)  0.0791
H (-0.630, 7.055, -4.905)  0.0716
H (-6.723, -8.086, 4.204)  0.0805
H (0.417, 9.284, -2.100)  0.0851
H (1.106, 9.125, -3.717)  0.0885
H (-12.705, -3.183, 1.089)  0.1012
H (-2.495, -0.796, -0.190)  0.0848
H (-7.968, 0.014, 1.299)  0.0903
H (-5.445, -6.111, 2.023)  0.0871
H (-5.775, -2.263, -6.881)  0.0787
H (4.489, -6.161, -0.387)  0.0850
H (4.354, 1.600, -7.750)  0.0758
H (7.175, 3.043, 7.092)  0.0860
H (-9.127, 0.971, 2.097)  0.1007
H (-4.859, -7.600, 2.663)  0.0867
H (10.105, 1.766, -0.606)  0.0785
H (-11.164, -3.742, 1.545)  0.0952
H (5.102, 0.896, 5.035)  0.0662
H (1.512, 0.584, -5.907)  0.0815
H (-11.506, -3.829, -0.126)  0.1043
H (-6.376, -2.200, -5.198)  0.0731
H (1.778, 8.811, 5.595)  0.0683
H (1.808, 7.153, 5.431)  0.0766
H (1.092, 0.380, -0.093)  0.0813
H (-7.328, -4.901, -4.539)  0.0842
H (11.932, -0.687, 1.389)  0.0785
H (4.572, -7.184, 3.208)  0.0890
H (0.661, 2.111, -0.004)  0.0840
H (0.461, 1.034, 1.374)  0.0866
H (3.719, -8.623, 2.531)  0.0794
H (5.374, 1.181, -6.324)  0.0901
H (-8.343, -8.398, 3.611)  0.0803
H (3.244, -5.167, 0.196)  0.0785
H (0.787, 7.662, -2.797)  0.0867
H (-8.766, -5.116, -5.499)  0.0828
H (-8.571, 1.326, 0.385)  0.0980
H (6.465, 2.757, 5.486)  0.0650
H (8.916, 1.713, 0.738)  0.0844
H (4.484, 0.614, 6.640)  0.0802
H (8.019, 2.155, 5.724)  0.0842
H (-1.043, -1.168, -1.075)  0.0937
H (1.873, -0.214, -7.458)  0.0874
H (3.625, 10.080, 3.273)  0.0909
H (-1.049, -1.182, 0.689)  0.0861
H (5.123, -0.013, -7.617)  0.0927
H (11.202, 0.429, 2.372)  0.0786
H (-8.550, -3.603, -4.571)  0.0839
H (4.984, 9.120, 3.806)  0.0781
H (-2.244, 7.782, -5.045)  0.0793
H (11.878, 1.050, 0.879)  0.0713
H (2.006, 1.525, -7.377)  0.0754
H (-5.130, -7.403, 0.899)  0.0858
H (4.729, -5.216, 1.105)  0.0844
H (8.538, 0.849, -0.704)  0.0794
H (4.103, 9.838, 5.021)  0.0785
H (-0.804, 8.555, -5.763)  0.0816
H (-5.276, -3.492, -5.712)  0.0808

## Properties
Kohn-Sham gap = 9.8 eV
E_HOMO = -9.502 eV
Structure (SMILES) = COC(=O)OC.CC(C)=O.CC(C)=O.CC(C)=O.CC(C)=O.CC(C)=O.CC(C)=O.CC(C)=O.CC(C)=O.CC(C)=O
Total energy = -56649.9215 eV


Results for molar mass: 200.24; 612.80 (in Da, following the order of the records).
Results for largest force on an atom: 3.94; 4.49 (in eV/A, following the order of the records).